160
Properties=species:S:1:pos:R:3:mulliken_charge:R:1 method="wB97M-V/def2-TZVPD" fmax_ev_per_a=3.78 e_above_lowest_kcal_mol=0.0
C 16.70096 21.04732 22.77105 -0.6759
O 17.39423 19.88567 22.21482 -0.2871
P 16.53740 18.56455 21.92207 0.7087
O 15.90815 17.89918 23.04929 -0.8381
O 15.46582 18.84792 20.78966 0.0702
C 15.97852 19.29230 19.49684 -0.0567
O 17.69553 17.74583 21.15520 -0.1234
C 17.38338 16.45239 20.58512 -0.4297
H 15.60784 20.91224 22.64743 0.2618
H 16.96778 21.88576 22.16117 0.2839
H 16.93320 21.26795 23.80675 0.2806
H 16.98148 19.69871 19.55693 0.4777
H 15.25032 20.03574 19.10269 0.0820
H 15.99622 18.35230 18.92163 -0.5526
H 16.61106 16.62707 19.86629 -0.0576
H 17.09453 15.81461 21.41689 0.3209
H 18.29516 16.16115 20.03306 0.1894
C 13.20745 16.71684 21.50724 -0.7874
O 14.00129 16.39908 20.29726 -0.3448
P 13.51532 16.75760 18.83471 -0.0139
O 14.61960 16.53415 17.84218 0.5203
O 13.04504 18.18972 19.02460 -0.2832
C 12.71844 19.02837 17.82694 -0.0904
O 12.21900 15.91346 18.49766 -0.3547
C 12.30665 14.90382 17.42744 -0.3551
H 13.08521 17.79414 21.53770 0.2807
H 13.78400 16.24895 22.33960 0.1891
H 12.21371 16.31356 21.28010 0.3642
H 13.50690 18.92385 17.10810 -0.2161
H 12.67614 20.05268 18.15056 0.3861
H 11.73824 18.69871 17.44478 0.3158
H 11.48928 14.23011 17.64261 0.3658
H 13.24369 14.36520 17.51031 0.1893
H 12.34385 15.32193 16.45783 0.0302
C 21.91682 17.86691 16.33264 -0.8370
O 20.63695 18.56475 16.39442 0.5630
P 20.49646 19.81144 17.42201 -0.0904
O 19.15460 20.41070 17.40284 -0.0423
O 21.73217 20.80528 17.02046 -0.3744
C 21.45600 21.96088 16.24361 -0.6393
O 20.96773 19.28184 18.84361 -0.4058
C 20.06667 18.46816 19.53618 0.1923
H 22.55570 18.34064 15.60362 0.2275
H 21.54055 16.89235 16.03734 0.1865
H 22.41739 17.87322 17.28752 0.4554
H 20.91896 21.79644 15.30651 0.1944
H 22.41217 22.39252 15.98521 0.2733
H 20.74587 22.59610 16.78102 0.2904
H 20.58306 17.46328 19.57256 0.2178
H 19.11601 18.36926 18.97269 -0.5709
H 19.87384 18.90964 20.48031 0.3803
C 12.06578 16.82222 13.77000 0.1319
O 11.38442 17.85739 14.38423 -0.3468
P 11.78444 19.32777 13.98758 0.1473
O 11.91093 19.47563 12.53322 -0.6199
O 10.63405 20.12215 14.71848 -0.0536
C 9.26377 20.08385 14.31386 -0.7982
O 13.12724 19.61948 14.83042 0.6540
C 13.96390 20.68809 14.33922 0.1521
H 12.50983 17.18315 12.82403 -0.1488
H 11.32654 16.08037 13.44443 0.3954
H 12.88634 16.39769 14.39134 -0.3408
H 8.91523 19.04218 14.38025 0.2916
H 9.14471 20.42028 13.23750 0.2809
H 8.68496 20.79138 14.89439 0.2381
H 13.33802 21.60425 14.21769 0.5756
H 14.38432 20.43027 13.35361 -0.6021
H 14.74828 20.81189 15.08009 -0.0275
C 14.94491 12.06003 12.60686 -0.7802
O 15.15692 12.02383 13.95838 -0.3109
P 16.60005 12.18274 14.70142 1.1400
O 17.75603 12.16202 13.80741 -0.8174
O 16.58756 13.48563 15.56123 -0.2742
C 15.51006 14.02624 16.29312 -0.8904
O 16.54444 11.03733 15.78852 -0.3383
C 16.82075 9.78169 15.20916 -0.8574
H 13.90257 12.45759 12.55501 0.2483
H 14.78589 11.05922 12.18025 0.3101
H 15.66407 12.55411 12.01028 0.3762
H 14.82782 13.23736 16.67081 0.6284
H 14.79690 14.44333 15.60949 0.4407
H 15.94079 14.68518 17.06754 0.1549
H 17.75238 9.78539 14.65124 0.3443
H 15.99567 9.45159 14.60378 0.3118
H 16.89187 9.09330 16.07293 0.2470
C 12.62932 17.84027 9.78124 -0.7093
O 13.20758 16.72667 10.53201 -0.1258
P 14.56832 16.18632 9.97737 0.5387
O 14.41644 15.66016 8.63043 -0.8708
O 15.57029 17.39181 10.20614 0.2075
C 16.85358 17.38994 9.54570 -0.8742
O 15.08242 15.19975 11.09524 -0.1903
C 15.57118 15.79315 12.25359 1.0349
H 11.58071 17.87107 10.07546 0.2365
H 12.62781 17.61104 8.73707 0.4416
H 13.09884 18.77695 9.94241 0.1481
H 16.72686 16.84192 8.63721 0.5166
H 17.64476 17.11385 10.25231 0.0815
H 17.06818 18.41099 9.18042 0.2819
H 15.63059 14.95092 12.97850 -0.5831
H 14.79369 16.51275 12.61837 -0.1714
H 16.49841 16.36048 12.13408 -0.3700
C 16.29529 22.84997 16.45517 -0.5018
O 15.18719 23.61064 16.08956 -0.1786
P 14.10385 23.95441 17.19863 0.9226
O 13.69536 22.87060 18.10388 -0.4504
O 14.77159 25.26182 17.85692 -0.3455
C 14.11832 25.95561 18.89994 -0.6173
O 12.79821 24.52041 16.43908 -0.3615
C 11.49224 23.95636 16.74433 -0.4863
H 16.02607 22.03709 17.17780 0.0590
H 17.14967 23.41243 16.86437 0.4471
H 16.81688 22.44439 15.57819 0.1259
H 14.14470 26.98788 18.67435 0.2587
H 14.55874 25.64396 19.83273 0.2512
H 13.08456 25.54136 18.90579 0.2309
H 10.98300 24.00625 15.81016 0.2319
H 11.01902 24.53701 17.50188 0.3078
H 11.58221 22.88842 17.05757 0.1568
C 19.91593 19.36820 12.89812 -0.1633
O 19.61736 18.35584 11.88146 -0.3918
P 19.94664 16.77813 12.33435 0.7479
O 21.35438 16.63383 12.76749 -0.8090
O 18.73440 16.33726 13.27181 0.3972
C 18.70403 14.88137 13.61954 -0.9603
O 19.56299 15.88468 11.05853 -0.3614
C 20.07863 16.03632 9.75130 -0.7624
H 19.08359 20.09526 12.82337 0.1970
H 20.83317 19.81757 12.55592 0.4276
H 20.00820 19.03322 13.91500 -0.2342
H 19.67974 14.51501 13.92944 0.6213
H 18.19086 14.29537 12.89045 0.3799
H 18.01797 14.91942 14.51556 0.1120
H 21.15030 16.36779 9.86419 0.3334
H 19.47079 16.74112 9.18752 0.2458
H 20.15481 15.06454 9.26622 0.2459
C 15.55023 23.25152 12.21125 -0.8857
C 15.93912 22.53797 10.92158 0.6474
C 14.98746 21.38886 10.66799 -0.7887
O 15.90885 23.49158 9.87098 -0.5869
H 14.51126 23.49044 12.06350 0.3411
H 16.24132 24.12400 12.32746 0.3649
H 15.63054 22.58020 13.09678 -0.0736
H 16.98350 22.20475 11.06571 0.0374
H 15.21683 20.89347 9.69779 0.3423
H 13.98435 21.76695 10.56096 0.4240
H 15.06790 20.66971 11.46710 -0.2012
H 15.90725 23.04053 9.02601 0.3267
C 17.67845 17.28475 16.45532 0.3221
C 16.58366 18.11758 15.82451 2.3306
C 17.23600 18.86579 14.65211 -0.0494
O 15.56106 17.34195 15.22549 1.6524
H 17.20857 16.44492 16.99823 -0.3947
H 18.15516 17.84028 17.20805 -0.6195
H 18.28433 16.90986 15.62390 -0.3911
H 16.11130 18.78666 16.57348 -0.4940
H 18.08357 19.44465 15.06835 -0.0121
H 16.58195 19.58526 14.15435 -0.1579
H 17.66061 18.15285 13.95203 -0.6467
H 15.06900 17.05194 16.02000 -0.8887